# 1
Entry from the Open Molecules 2025 dataset: 9 unconnected molecules or ions with the total composition C36H51F21O20 in a non-equilibrium geometry (ωB97M-V/def2-TZVPD).

Structure (XYZ):
```
128
Properties=species:S:1:pos:R:3:forces:R:3
C -8.45159 -3.34095 6.89885 -0.4 0.1 1.0
C -7.23927 -2.45829 7.15662 -0.7 0.5 -0.3
O -6.64400 -2.26778 5.87173 0.4 -0.4 -0.5
C -5.85229 -1.22922 5.67142 1.0 1.0 1.0
O -5.63699 -0.31178 6.43213 -0.6 -0.2 0.1
O -5.23286 -1.35445 4.51481 0.3 -0.7 -0.9
C -4.52886 -0.21401 4.01312 -0.3 0.1 -0.4
H -9.21488 -2.88238 6.27110 0.3 0.3 -0.2
H -8.95506 -3.50055 7.85772 0.1 -0.2 0.0
H -8.21789 -4.31479 6.47384 0.3 0.0 0.0
H -6.52718 -2.86770 7.87543 0.1 -0.3 -0.3
H -7.50191 -1.47376 7.55231 -0.2 -0.1 0.0
H -4.14830 -0.48240 3.03024 -0.4 -0.2 -0.1
H -3.64432 0.11569 4.55320 -0.3 -0.2 0.7
H -5.28184 0.56415 3.92898 0.4 0.5 -0.1
C 9.41089 -2.51832 -3.67369 0.5 0.1 -0.1
C 8.45448 -3.50535 -3.05360 -0.5 -0.6 -0.6
O 7.42103 -2.79428 -2.35789 0.9 0.6 0.1
C 6.17730 -3.20433 -2.40074 -1.4 -1.1 0.7
O 5.72281 -4.19562 -2.92724 0.5 0.3 -0.3
O 5.45297 -2.38172 -1.63723 0.6 0.6 -0.3
C 4.07232 -2.66440 -1.45393 0.1 0.3 1.3
H 10.06613 -2.14450 -2.88704 0.0 0.3 -0.2
H 8.95294 -1.68204 -4.20104 -0.4 0.0 0.3
H 10.03164 -2.98328 -4.44186 0.1 -0.3 0.2
H 8.97193 -4.15833 -2.35144 0.0 0.1 0.2
H 7.98858 -4.17666 -3.77654 -0.1 0.2 -0.1
H 3.69588 -1.84372 -0.84565 0.0 0.3 -0.6
H 3.97873 -3.48958 -0.74210 -0.1 -0.6 -0.8
H 3.53638 -2.74696 -2.39293 -0.1 -0.3 0.1
C 1.26872 -3.95797 1.30706 -0.6 -0.8 0.4
C 0.65360 -3.05629 2.35680 2.3 0.5 0.4
O -0.46426 -3.73381 2.91165 -0.6 -0.7 -1.0
C -1.15164 -3.16747 3.86748 0.8 0.2 0.6
O -0.87380 -2.12665 4.38494 -0.4 0.3 0.1
C -2.34096 -4.02466 4.35166 -0.3 0.6 0.6
F -2.28466 -4.14243 5.68693 0.2 -0.1 -0.2
F -3.46014 -3.34262 4.07329 0.0 -0.3 -0.3
F -2.41832 -5.23793 3.83171 0.1 -0.1 -0.3
H 2.13346 -3.54817 0.79440 -0.3 0.4 -0.2
H 0.45784 -4.27485 0.64787 0.4 0.1 -0.5
H 1.63181 -4.87449 1.77878 -0.1 0.0 0.1
H 0.49985 -2.03367 2.00770 -0.9 -0.2 -0.2
H 1.39937 -2.89654 3.14349 -0.2 -0.2 0.2
C 4.91244 -1.94747 -5.24410 0.5 0.3 0.1
C 4.53385 -1.37456 -6.58312 -0.3 -0.7 -0.1
O 3.79683 -0.16418 -6.35614 0.2 0.6 1.0
C 3.58785 0.63684 -7.36721 -0.4 -0.2 -0.9
O 3.87324 0.39458 -8.50473 0.1 0.4 -0.2
C 2.81966 1.93825 -6.97456 0.0 -1.1 0.9
F 1.71102 2.07925 -7.69769 0.3 0.2 -0.3
F 2.42877 1.85570 -5.69169 0.1 0.3 0.0
F 3.61354 2.99236 -7.11418 -0.1 0.2 -0.2
H 5.73459 -2.64606 -5.40661 -0.4 -0.4 0.1
H 4.06643 -2.39199 -4.72692 0.1 -0.2 0.0
H 5.35172 -1.17722 -4.60499 -0.2 0.1 0.0
H 3.84845 -2.03463 -7.12010 0.2 -0.1 -0.1
H 5.42480 -1.23877 -7.19617 -0.2 0.5 -0.1
C -7.92981 -4.53576 -1.76591 -0.6 -0.4 -0.8
C -8.40340 -3.08859 -1.81886 1.2 -0.3 -0.4
O -7.91403 -2.47164 -0.60637 0.0 0.0 1.0
C -6.73776 -1.87192 -0.65071 -0.2 0.1 -1.5
O -6.23638 -1.40068 -1.63130 0.4 0.1 -0.2
C -5.98174 -1.80614 0.66303 -1.4 0.2 1.1
F -4.79825 -2.38999 0.59404 0.1 -0.3 -0.1
F -5.79524 -0.52091 1.00886 0.1 -0.1 0.0
F -6.73185 -2.37538 1.61078 0.6 -0.1 0.3
H -8.21042 -5.04114 -0.84470 0.2 0.1 0.1
H -6.86299 -4.61728 -1.97373 0.1 0.2 0.4
H -8.37700 -5.11746 -2.57925 -0.2 0.2 0.0
H -9.47411 -2.92764 -1.87775 0.0 -0.1 0.3
H -7.90352 -2.59847 -2.65578 -0.3 0.1 0.0
C -6.42080 2.30663 -0.14160 -0.8 -0.3 -1.1
C -5.16976 1.87016 -0.87111 0.2 0.7 0.7
O -4.08484 2.50685 -0.11417 0.1 0.0 0.6
C -2.89220 2.59550 -0.67484 -0.7 -0.3 -0.2
O -2.64030 2.24606 -1.78746 0.6 0.1 -0.2
C -1.83955 3.21460 0.29268 0.0 -0.5 -1.4
F -0.72847 2.46220 0.23638 -0.1 -0.2 0.6
F -1.47001 4.41410 -0.15192 -0.3 0.5 0.2
F -2.30273 3.28958 1.52132 0.3 0.1 0.5
H -6.53763 3.38657 -0.22053 0.3 0.1 0.7
H -6.51650 1.86823 0.84700 0.3 0.5 0.2
H -7.31290 1.95997 -0.67634 0.2 -0.3 -0.2
H -5.11840 2.25504 -1.88552 -0.1 -0.2 -0.1
H -5.02449 0.79629 -0.82598 0.1 0.0 -0.3
C 2.48109 4.65171 3.59172 1.0 0.0 -0.9
C 3.28702 3.39911 3.89718 -0.8 0.1 1.8
O 3.37985 2.55529 2.76319 0.1 -0.8 -1.8
C 4.36949 1.65977 2.73028 1.2 1.5 1.6
O 5.19202 1.56264 3.60202 -0.2 -0.5 0.0
C 4.59331 0.85762 1.45518 -0.5 -0.3 -0.2
F 4.39003 -0.44976 1.72444 0.0 0.4 -0.2
F 3.75877 1.24849 0.49786 0.0 -0.2 -0.3
F 5.84859 1.00048 1.01981 -0.4 0.0 0.2
H 2.43449 5.30001 4.46404 -0.3 -0.3 0.2
H 1.50747 4.44440 3.15370 -0.1 0.0 0.3
H 3.05465 5.23366 2.86277 -0.2 0.0 -0.1
H 2.77592 2.80992 4.66711 0.0 0.0 0.0
H 4.25280 3.64554 4.33857 0.2 -0.1 -0.5
C -2.04012 -1.12560 0.84942 -0.1 -0.2 -0.5
C -1.37705 -1.64196 -0.43678 -0.4 1.0 0.6
O -0.72958 -0.45633 -0.96904 0.2 0.1 -1.0
C 0.57434 -0.45141 -1.17094 -0.5 -0.1 -0.3
O 1.35216 -1.26268 -0.77223 0.4 -0.4 0.3
C 1.06484 0.71049 -2.08769 0.0 -1.5 0.3
F 1.77599 0.15316 -3.08059 0.0 0.0 -0.2
F 0.07899 1.39731 -2.60652 -0.1 0.6 -0.1
F 1.89830 1.45854 -1.38621 0.1 0.9 0.1
H -2.18531 -1.91525 1.58385 -0.1 0.1 0.1
H -3.00276 -0.70365 0.56425 -0.1 -0.1 0.2
H -1.47013 -0.28536 1.24184 0.3 -0.3 0.3
H -2.15934 -1.87264 -1.15664 0.2 -0.2 -0.2
H -0.68318 -2.47230 -0.33811 0.1 0.2 0.1
C 3.64176 4.94826 -0.65923 -0.5 -0.9 0.2
C 3.52333 6.14434 -1.58521 0.4 -0.7 0.1
O 4.12694 7.22516 -0.84720 -0.2 -0.2 1.0
C 4.20506 8.41088 -1.37489 0.8 0.6 -0.9
O 3.89959 8.72983 -2.48576 -0.5 0.0 -0.2
C 4.95388 9.41554 -0.45169 -1.0 -0.3 -0.4
F 6.11797 8.89670 -0.07806 0.2 0.1 0.4
F 5.16430 10.54910 -1.09552 0.3 0.2 -0.2
F 4.19195 9.70889 0.61064 0.2 -0.2 0.4
H 3.28701 4.00858 -1.09191 0.1 0.2 -0.6
H 3.01503 4.99491 0.23364 0.1 0.6 0.1
H 4.66250 4.74086 -0.34113 0.1 0.3 -0.1
H 2.49871 6.37610 -1.86901 0.0 0.2 0.2
H 4.09356 5.99362 -2.50157 0.0 0.1 0.0
```
Positions in Å, forces in eV/Å.

**SMILES**: CCOC(=O)C(F)(F)F.CCOC(=O)C(F)(F)F.CCOC(=O)C(F)(F)F.CCOC(=O)C(F)(F)F.CCOC(=O)C(F)(F)F.CCOC(=O)C(F)(F)F.CCOC(=O)C(F)(F)F.CCOC(=O)OC.CCOC(=O)OC
**Net charge**: 0
**Energy relative to the best compared isomer or geometry (same formula, charge and spin)**: 1.843 eV
**Calculated total energy**: -136177.8392 eV
**Kohn-Sham gap**: 11.01 eV
**2S+1**: 1
**F_max**: 2.515 eV/A
**HOMO level**: -10.6 eV

***

# 2
Entry from the Open Molecules 2025 dataset: a molecular structure, C33H52BaN3O3P2 in a non-equilibrium geometry (ωB97M-V/def2-TZVPD).

Structure (XYZ):
```
94
Properties=species:S:1:pos:R:3:forces:R:3
C -2.01635 -1.58458 -0.78030 0.1 -0.3 0.1
C 0.17207 -1.36536 -1.53195 0.6 0.1 0.3
C -2.26698 -2.62995 -1.67411 -0.1 0.3 0.0
C -0.03885 -2.34970 -2.51007 -0.5 0.0 -0.1
C -1.26506 -3.01424 -2.56158 0.5 0.3 0.1
H -3.25270 -3.09150 -1.66841 0.2 0.1 -0.2
H 0.77394 -2.58797 -3.20179 -0.3 0.0 0.2
H -1.42527 -3.80636 -3.29176 0.0 0.2 0.2
N -0.79598 -1.04045 -0.63399 0.1 0.1 -0.5
P -2.89943 0.66715 0.68147 0.5 0.3 0.1
P 2.57271 -0.64645 -0.03269 -0.6 0.4 0.3
C -3.17694 -1.04681 0.06924 0.0 -0.4 -0.1
H -4.11009 -1.08369 -0.51855 0.4 -0.1 0.1
H -3.33253 -1.72244 0.92681 0.1 0.3 -0.2
C 0.86025 3.60488 3.10911 0.9 2.4 2.1
O 1.17429 4.45282 3.81746 -0.9 -2.4 -2.1
C 1.48247 -0.61626 -1.51012 -0.4 1.3 -1.1
H 2.09386 -0.83092 -2.39760 -0.4 -0.3 0.2
C 4.02896 0.54141 -0.44458 -0.4 -0.4 -0.1
C 3.14983 -2.42974 0.08686 0.3 0.4 -0.1
C -3.60561 1.72752 -0.72017 -0.2 -0.1 0.3
C -3.87378 0.71887 2.31208 -0.3 0.1 -0.8
C 3.68735 1.91095 0.18423 0.0 0.1 -0.1
H 3.51075 1.82597 1.26929 0.1 -0.1 -0.2
H 4.54316 2.58769 0.03327 -0.2 -0.2 0.1
H 2.80575 2.38053 -0.27169 0.3 -0.2 0.1
C 5.33584 0.05207 0.19700 0.1 0.1 0.0
H 5.24400 -0.05037 1.28583 0.0 0.0 -0.2
H 5.69300 -0.89033 -0.23488 -0.1 0.3 0.2
H 6.11269 0.80882 0.00550 -0.2 -0.2 0.0
C 4.24506 0.70037 -1.95436 0.2 0.3 0.0
H 5.10028 1.38013 -2.09856 -0.2 -0.1 -0.1
H 4.49890 -0.24806 -2.44456 -0.1 0.2 0.1
H 3.37895 1.14643 -2.45891 0.3 -0.1 0.1
C 3.90601 -2.57316 1.42611 0.1 -0.2 0.0
H 3.33992 -2.09920 2.24236 0.1 -0.1 -0.2
H 4.01823 -3.64256 1.65631 0.0 0.2 0.0
H 4.90644 -2.12931 1.40039 -0.3 -0.1 0.0
C 1.92124 -3.35571 0.16584 0.0 0.1 -0.1
H 1.21787 -3.03319 0.94686 0.1 0.0 -0.1
H 1.38564 -3.41108 -0.78846 0.1 0.0 0.3
H 2.26789 -4.37113 0.41626 -0.1 0.3 -0.1
C 4.01935 -2.80210 -1.12939 0.1 -0.7 0.0
H 3.82504 -2.18912 -2.01991 0.0 -0.2 0.3
H 5.09230 -2.75215 -0.89764 -0.3 0.1 -0.1
H 3.80381 -3.84348 -1.41515 0.2 0.2 0.0
C -3.73089 2.12731 2.92291 -0.1 -0.1 0.1
H -4.14272 2.11078 3.94352 0.1 0.1 -0.2
H -2.68009 2.45517 2.99353 -0.3 -0.1 -0.1
H -4.28928 2.88326 2.35361 0.2 -0.3 0.2
C -3.24610 -0.32092 3.26403 0.0 0.1 0.0
H -3.38904 -1.35001 2.90865 0.1 0.3 0.1
H -2.17010 -0.16802 3.43263 -0.2 0.0 -0.1
H -3.73883 -0.24104 4.24527 0.0 0.0 -0.2
C -5.35173 0.37072 2.10708 -0.3 0.0 0.6
H -5.80076 0.20491 3.09832 -0.1 0.0 -0.2
H -5.91333 1.18467 1.63452 0.2 -0.3 0.1
H -5.49094 -0.54902 1.52273 0.0 0.2 0.1
C -2.84227 1.36657 -2.01449 0.2 0.0 0.2
H -3.21320 2.00894 -2.83110 0.1 -0.2 0.3
H -1.76188 1.54766 -1.89801 -0.3 -0.1 0.0
H -2.99907 0.32037 -2.31298 0.0 0.2 0.0
C -3.32344 3.20925 -0.40324 0.0 0.0 0.0
H -2.24455 3.39319 -0.28356 -0.3 -0.1 -0.1
H -3.68404 3.82037 -1.24465 0.1 -0.1 0.2
H -3.83890 3.54933 0.50401 0.1 -0.1 -0.3
C -5.10729 1.50441 -0.93636 -0.1 0.4 -0.3
H -5.37222 0.44482 -1.04285 0.0 0.2 0.0
H -5.71096 1.94819 -0.13621 0.2 -0.1 -0.2
H -5.39297 2.00973 -1.87219 0.0 -0.2 0.2
Ba 0.19877 0.74190 1.53992 0.1 0.2 -0.2
N 0.63026 1.80588 -0.74297 0.1 -0.1 -0.8
C 0.93459 1.18319 -1.75500 0.1 -1.8 1.4
C 0.92418 1.56653 -3.19267 -0.1 0.0 0.2
C 0.77665 2.93971 -3.37258 0.1 0.3 -0.6
C 1.04404 0.70497 -4.29064 0.1 0.4 -0.1
C 0.84461 3.49187 -4.64899 0.0 -0.4 0.0
H 0.63041 3.54912 -2.47838 0.1 -0.1 -0.3
C 1.12937 1.26036 -5.57360 -0.1 0.1 0.2
H 1.06215 -0.37777 -4.15886 0.1 0.4 0.0
C 1.04078 2.64787 -5.75182 0.0 0.0 0.2
H 0.74986 4.57055 -4.76363 0.0 -0.3 -0.1
H 1.26602 0.60175 -6.43446 -0.1 0.3 0.2
H 1.11768 3.07653 -6.75107 0.0 -0.2 0.2
N -0.25213 -2.46273 5.51005 -0.1 -0.2 1.2
C 1.09657 -1.86887 5.24872 0.1 -0.1 0.2
C 0.94903 -1.16979 3.91340 0.3 1.7 -2.2
O 1.80815 -0.33026 3.52265 -1.1 -1.4 1.3
O -0.11892 -1.46540 3.26441 0.8 -0.1 0.8
H -0.79994 -1.84088 6.11899 0.0 -0.2 -0.4
H -0.19860 -3.36385 5.98953 -0.1 0.1 -0.2
H -0.70600 -2.51725 4.56650 0.1 0.2 -0.1
H 1.36224 -1.17098 6.04344 0.0 -0.1 -0.1
H 1.83658 -2.67129 5.20080 -0.1 0.2 0.0
```
Positions in Å, forces in eV/Å.

**Net charge**: +1
**Energy relative to the best compared isomer or geometry (same formula, charge and spin)**: 0.000 eV
**Calculated total energy**: -64945.2953 eV
**Kohn-Sham gap**: 5.68 eV
**2S+1**: 1
**F_max**: 3.345 eV/A
**HOMO level**: -8.7 eV